(1)
C18H48N3O15Zr | wB97M-V/def2-TZVPD

Positions of all 85 atoms, in Å:
Zr (-1.802, 0.494, -1.413)
N (0.603, 1.451, -1.097)
O (-0.002, 0.563, -0.253)
O (-0.123, 1.620, -2.093)
O (1.657, 1.942, -0.932)
N (-3.670, -0.065, 0.428)
O (-2.331, -0.194, 0.614)
O (-4.438, -0.373, 1.289)
O (-3.907, 0.346, -0.736)
N (0.010, 4.454, -2.834)
O (-2.700, 1.413, -2.995)
O (0.191, 5.397, -2.047)
O (0.368, 4.312, -3.917)
C (-2.251, -5.217, 3.152)
C (-2.811, -4.136, 2.240)
C (-3.368, -2.980, 3.065)
O (-1.684, -3.705, 1.205)
H (-2.837, -5.316, 4.018)
H (-1.380, -4.881, 3.660)
H (-2.020, -6.124, 2.551)
H (-3.564, -4.653, 1.657)
H (-3.468, -2.014, 2.563)
H (-2.834, -2.958, 3.991)
H (-4.393, -3.241, 3.448)
H (-0.756, -3.383, 1.783)
C (-1.192, 3.274, 1.630)
C (-2.531, 2.877, 1.001)
C (-3.463, 4.145, 1.198)
O (-2.411, 2.522, -0.389)
H (-0.349, 2.573, 1.362)
H (-1.136, 3.276, 2.727)
H (-0.899, 4.249, 1.237)
H (-2.900, 1.977, 1.488)
H (-3.523, 4.539, 2.203)
H (-4.454, 3.880, 0.886)
H (-3.151, 4.972, 0.523)
H (-2.445, 3.245, -1.030)
C (3.608, -0.903, -3.207)
C (3.796, 0.437, -3.857)
C (2.619, 0.753, -4.797)
O (3.906, 1.408, -2.829)
H (4.496, -1.072, -2.625)
H (3.482, -1.725, -3.894)
H (2.769, -0.936, -2.550)
H (4.751, 0.301, -4.456)
H (2.684, 1.751, -5.328)
H (1.662, 0.708, -4.266)
H (2.595, -0.058, -5.585)
H (3.788, 2.341, -3.157)
C (2.296, -3.830, 2.625)
C (1.747, -2.432, 2.227)
C (1.819, -2.115, 0.693)
O (0.340, -2.530, 2.718)
H (3.279, -3.930, 2.163)
H (1.623, -4.604, 2.128)
H (2.266, -3.977, 3.694)
H (2.189, -1.640, 2.804)
H (0.772, -1.813, 0.393)
H (2.084, -3.012, 0.123)
H (2.547, -1.322, 0.566)
H (-0.048, -1.705, 2.873)
C (1.899, 1.751, 2.784)
C (2.923, 2.887, 3.060)
C (2.363, 4.321, 2.927)
O (3.399, 2.725, 4.442)
H (1.791, 1.418, 1.780)
H (0.908, 2.180, 3.083)
H (2.101, 0.925, 3.488)
H (3.808, 2.691, 2.460)
H (1.748, 4.381, 1.997)
H (2.999, 5.223, 2.803)
H (1.686, 4.455, 3.754)
H (3.660, 3.544, 4.889)
C (0.024, -2.300, -3.805)
C (-1.110, -1.234, -3.606)
C (-2.356, -1.277, -4.626)
O (-1.521, -1.248, -2.253)
H (-0.043, -2.881, -4.719)
H (0.133, -2.916, -2.948)
H (1.031, -1.850, -3.968)
H (-0.647, -0.268, -3.908)
H (-2.995, -2.106, -4.430)
H (-1.982, -1.156, -5.641)
H (-3.002, -0.392, -4.508)
H (-1.921, -3.250, 0.301)

Its charge is +1. As for the gap between HOMO and LUMO: 3.51 eV.

---

(2)
C18H48N5O12P | wB97M-V/def2-TZVPD

Positions of all 84 atoms, in Å:
O (2.742, -1.997, -1.327)
N (2.454, -1.717, -0.250)
O (1.941, -0.332, -0.204)
C (0.608, -0.359, 0.271)
O (0.128, 0.960, 0.115)
C (-0.860, 1.156, -0.787)
O (-0.729, 1.471, -1.914)
O (-2.107, 1.014, -0.200)
P (-2.763, -0.400, 0.114)
O (-2.411, -1.522, -0.760)
O (-4.286, 0.016, 0.141)
O (-2.390, -0.680, 1.641)
H (0.016, -1.064, -0.323)
H (0.581, -0.610, 1.332)
H (-4.803, -0.774, -0.065)
H (-1.891, -1.503, 1.707)
C (5.639, -6.549, 2.403)
C (4.162, -6.816, 2.137)
C (3.531, -5.842, 1.135)
O (3.255, -4.555, 1.654)
C (4.341, -3.649, 1.649)
N (3.444, -6.861, 3.412)
H (5.779, -5.683, 3.051)
H (6.088, -7.404, 2.908)
H (6.192, -6.377, 1.479)
H (4.081, -7.810, 1.685)
H (2.561, -6.244, 0.829)
H (4.152, -5.757, 0.233)
H (4.978, -3.799, 0.772)
H (4.950, -3.732, 2.553)
H (3.921, -2.646, 1.614)
H (2.484, -7.152, 3.256)
H (3.374, -5.911, 3.768)
C (11.562, -7.429, -0.617)
C (10.973, -6.180, 0.031)
C (10.066, -6.473, 1.232)
O (8.781, -6.960, 0.899)
C (8.696, -8.351, 0.663)
N (10.309, -5.379, -0.999)
H (10.818, -7.956, -1.216)
H (12.378, -7.153, -1.283)
H (11.951, -8.120, 0.133)
H (11.806, -5.584, 0.418)
H (9.890, -5.534, 1.763)
H (10.558, -7.159, 1.934)
H (9.381, -8.906, 1.311)
H (8.905, -8.607, -0.379)
H (7.674, -8.656, 0.890)
H (10.018, -4.489, -0.607)
H (9.445, -5.847, -1.256)
C (-5.293, 3.352, 1.031)
C (-6.002, 3.389, -0.319)
C (-6.579, 4.763, -0.678)
O (-7.769, 5.108, 0.004)
C (-7.590, 5.682, 1.285)
N (-7.014, 2.329, -0.357)
H (-5.999, 3.348, 1.861)
H (-4.701, 2.441, 1.101)
H (-4.627, 4.209, 1.151)
H (-5.259, 3.158, -1.089)
H (-6.849, 4.749, -1.738)
H (-5.828, 5.553, -0.541)
H (-6.702, 6.322, 1.309)
H (-7.508, 4.925, 2.068)
H (-8.467, 6.294, 1.491)
H (-7.411, 2.270, -1.289)
H (-7.788, 2.612, 0.238)
C (-7.847, 9.090, -3.962)
C (-6.432, 8.989, -3.402)
C (-6.324, 8.107, -2.153)
O (-6.800, 8.698, -0.960)
C (-8.193, 8.583, -0.739)
N (-5.908, 10.339, -3.191)
H (-8.470, 9.747, -3.355)
H (-7.820, 9.507, -4.968)
H (-8.327, 8.110, -4.010)
H (-5.807, 8.513, -4.165)
H (-5.264, 7.905, -1.973)
H (-6.819, 7.140, -2.314)
H (-8.571, 7.619, -1.094)
H (-8.754, 9.390, -1.217)
H (-8.354, 8.646, 0.337)
H (-4.928, 10.290, -2.931)
H (-6.373, 10.735, -2.379)

As for the SMILES: O=NOCOC(=O)OP(=O)(O)O.COC[C@@H](C)N.COC[C@@H](C)N.COC[C@@H](C)N.COC[C@@H](C)N. Its charge is 0. As for the gap between HOMO and LUMO: 8.57 eV.

---

Which highest occupied orbital energy belongs to each record? In order, -11.15, -9.17 eV.